(1)
66
Properties=species:S:1:pos:R:3 method="wB97M-V/def2-TZVPD" smiles="O=C(O)c1cc(NCc2cccc([N+](=O)[O-])c2)cc(C(=O)O)c1.CNC(=O)[C@H](CC(C)C)NC(C)=O" fmax_ev_per_a=3.40 orbital_gap_ev=7.563 multiplicity=1 lumo_energy_ev=-1.205
O 3.19 -4.14 6.29
O -2.10 -2.13 3.64
O 1.04 4.06 -1.92
O -3.45 3.70 -2.58
O -2.61 -1.73 -4.54
O -2.75 -0.37 -2.84
O 4.73 -4.09 4.63
O -1.77 -3.91 5.00
C 3.47 -3.92 5.12
C -1.35 -2.98 4.12
C 0.88 2.90 -2.28
C -2.24 3.78 -2.39
C 0.85 -3.43 -3.03
C 1.06 -3.45 4.58
C 2.75 -2.99 2.92
C 0.44 -2.52 2.43
C -0.34 -2.90 -3.55
C 1.42 -2.87 -1.89
C -0.40 -1.29 -1.76
C 2.42 -3.46 4.20
C 0.06 -2.99 3.71
C 1.78 -2.52 2.03
C -0.99 -1.82 -2.93
C 0.80 -1.79 -1.24
N -1.51 4.78 -2.91
N 2.20 -2.06 0.79
N -0.24 2.21 -2.11
N -2.19 -1.28 -3.47
C 2.02 2.16 -2.96
C -2.04 5.85 -3.75
C 1.43 -1.11 -0.04
C -0.56 2.46 2.20
C -2.16 0.93 1.10
C -1.01 1.91 0.85
C -1.42 3.06 -0.08
C -1.54 2.68 -1.58
H 5.24 -4.40 5.39
H -2.72 -3.73 5.13
H 1.32 -4.27 -3.52
H 0.78 -3.82 5.57
H 3.79 -2.99 2.60
H -0.33 -2.19 1.75
H -0.75 -3.36 -4.45
H 2.34 -3.28 -1.50
H -0.88 -0.46 -1.24
H -0.53 4.81 -2.66
H 3.21 -2.08 0.61
H -0.25 1.28 -2.50
H 2.23 1.25 -2.41
H 2.90 2.80 -2.97
H 1.73 1.92 -3.98
H -2.56 5.42 -4.61
H -2.76 6.44 -3.18
H -1.24 6.49 -4.10
H 0.66 -0.63 0.56
H 2.09 -0.32 -0.39
H 0.30 3.12 2.07
H -0.26 1.63 2.86
H -1.37 3.01 2.68
H -2.99 1.45 1.58
H -1.83 0.12 1.75
H -2.51 0.50 0.16
H -0.17 1.38 0.41
H -2.38 3.45 0.26
H -0.70 3.87 0.01
H -2.23 1.84 -1.63


(2)
69
Properties=species:S:1:pos:R:3 method="wB97M-V/def2-TZVPD" fmax_ev_per_a=3.66 orbital_gap_ev="8.305 / 6.237" charge=+1 multiplicity=3 lumo_energy_ev="-2.879 / -5.845"
Au 0.66 0.42 -0.30
N -0.36 1.13 1.76
C -0.90 0.19 2.62
C -0.88 0.34 4.02
C -1.34 -0.66 4.83
C -1.73 -1.91 4.31
C -1.64 -2.12 2.96
C -1.26 -1.08 2.09
P -1.09 -1.20 0.32
C -0.61 -2.90 -0.05
C -1.55 -3.91 -0.28
C -1.12 -5.19 -0.67
C 0.22 -5.46 -0.89
C 1.18 -4.42 -0.74
C 0.75 -3.14 -0.36
C -2.64 -0.79 -0.47
C -3.66 0.00 0.16
C -4.89 0.19 -0.47
C -5.17 -0.50 -1.66
C -4.19 -1.24 -2.28
C -2.96 -1.42 -1.69
H 0.54 1.53 1.97
H -0.97 1.95 1.47
H -0.58 1.31 4.37
H -1.25 -0.53 5.94
H -2.09 -2.67 4.98
H -1.95 -3.08 2.57
H -2.63 -3.70 -0.09
H -1.82 -6.01 -0.81
H 0.52 -6.44 -1.28
H 2.21 -4.63 -0.91
H 1.44 -2.29 -0.32
H -3.45 0.59 1.05
H -5.64 0.82 -0.04
H -6.16 -0.27 -2.14
H -4.35 -1.68 -3.26
H -2.23 -2.06 -2.15
C 3.34 -0.29 -3.72
N 3.20 1.09 -3.28
C 2.07 1.55 -2.72
S 0.61 0.62 -2.61
N 2.16 2.80 -2.22
C 3.00 3.85 -2.76
H 4.05 -0.33 -4.58
H 2.38 -0.56 -4.12
H 3.66 -1.01 -2.94
H 3.99 1.69 -3.23
H 1.26 3.13 -1.80
H 3.20 3.69 -3.83
H 3.98 3.98 -2.24
H 2.44 4.77 -2.72
F -2.66 5.40 1.02
Te -2.57 3.77 0.06
F -2.59 4.98 -1.39
F -4.47 3.77 0.00
F -2.95 2.71 1.65
F -2.80 2.34 -1.24
O -0.67 3.39 0.20
C 4.19 -0.24 2.02
C 3.38 0.74 1.14
C 3.65 2.16 1.59
O 2.00 0.34 1.37
H 5.07 0.23 2.46
H 4.47 -1.13 1.38
H 3.54 -0.63 2.81
H 3.50 0.56 0.08
H 3.31 2.32 2.63
H 3.10 2.84 0.91
H 4.76 2.33 1.51


ΔE to the lowest compared entry with this formula, charge and spin, respectively: 0.0, 15.0 kJ/mol.